ORCA calculation (ωB97M-V/def2-TZVPD) on 2 unconnected molecules or ions with the total composition C4H5NOS.

Values from the calculation:
- Relative energy (zero: lowest compared OMol25 entry of this formula, charge and spin): 105.5 kcal/mol
- Calculated total energy: -18597.3437 eV
- E_HOMO: -9.290 eV
- E_LUMO: -0.0250 Ha
- Spin multiplicity: 1
- Frontier orbital gap: 8.610 eV

Each line ends with the Mulliken charge.
Cartesian coordinates (Å):
C -0.85 -0.96 -0.28  0.447
C 0.03 1.29 -0.27  -0.360
C 1.11 0.20 0.32  -0.389
C 0.38 -1.11 0.43  -0.261
H -2.28 0.88 -0.66  0.318
H -0.30 1.61 0.88  0.239
H 0.47 2.04 -0.91  0.340
H 1.53 0.43 1.32  0.375
H 0.62 -1.92 1.21  0.457
N -0.85 0.26 -0.99  -0.477
O -1.83 -1.70 -0.31  -0.581
S 1.97 -1.02 -0.73  -0.109